The following is a DFT calculation (ωB97M-V/def2-TZVPD) of a 2-piece molecular cluster, C4H10NO3 overall.

```
18
Properties=species:S:1:pos:R:3
C 0.196 -0.094 1.148
N -0.571 0.118 -0.058
C 0.197 0.005 -1.265
O -0.438 0.266 -2.329
O 1.379 -0.372 -1.190
C 0.851 1.146 1.737
C 1.301 1.059 3.163
H 0.984 -0.831 0.984
H -0.395 -0.515 1.986
H -1.568 0.094 -0.010
H 1.582 1.540 1.004
H 0.173 2.049 1.679
H 1.529 0.065 3.594
H 2.206 1.613 3.389
H 0.545 1.569 3.767
H -1.632 -2.226 -1.573
H -2.237 -0.967 -1.848
O -2.535 -1.872 -1.628
```

For the energy above the lowest of the compared OMol25 structures with the same formula, charge and spin, the calculation gives 19.00 kcal/mol. The LUMO energy is 3.69 eV. The molar mass is 120.13 g/mol. Its total charge is -1. The value obtained for the HOMO energy is -4.24 eV. For the HOMO-LUMO gap, the calculation gives 0.291 Eh.

The following is a DFT calculation (ωB97M-V/def2-TZVPD) of a 4-piece molecular cluster, C18H28FI2N3O6 overall.

```
58
Properties=species:S:1:pos:R:3
C -1.956 1.443 -0.244
C -2.823 0.870 0.832
I -3.155 2.196 2.435
C -3.398 -0.322 0.882
I -3.259 -1.638 -0.731
C -4.144 -0.854 2.027
C -3.709 -1.679 2.981
C -2.365 -2.301 3.151
C -1.603 -1.709 4.335
F -0.741 -2.663 4.849
C -4.834 -1.895 3.934
O -4.852 -2.515 4.947
O -5.946 -1.221 3.460
C -5.583 -0.549 2.303
O -6.343 0.134 1.703
H -2.518 2.184 -0.820
H -1.093 1.935 0.206
H -1.584 0.655 -0.904
H -2.482 -3.373 3.339
H -1.794 -2.164 2.230
H -0.992 -0.864 4.015
H -2.274 -1.404 5.141
C 0.581 -2.001 -1.834
O -0.060 -0.980 -2.006
N 1.079 -2.760 -2.828
C 1.871 -3.943 -2.573
C 0.825 -2.345 -4.198
H 0.816 -2.388 -0.828
H 2.872 -3.840 -2.996
H 1.401 -4.828 -3.006
H 1.963 -4.091 -1.498
H 1.187 -1.335 -4.373
H -0.242 -2.353 -4.418
H 1.339 -3.021 -4.878
C 1.620 1.183 -5.013
O 1.189 0.697 -6.042
N 2.794 1.842 -4.921
C 3.266 2.393 -3.670
C 3.594 1.998 -6.123
H 1.084 1.113 -4.051
H 3.390 3.476 -3.741
H 4.224 1.952 -3.385
H 2.541 2.178 -2.887
H 3.039 2.540 -6.888
H 3.865 1.025 -6.534
H 4.499 2.549 -5.874
C 0.465 1.383 3.133
O 0.604 0.649 2.170
N 1.442 2.143 3.662
C 1.210 3.004 4.802
C 2.762 2.090 3.059
H -0.501 1.485 3.653
H 1.406 4.048 4.549
H 1.849 2.722 5.641
H 0.171 2.915 5.114
H 2.719 2.396 2.013
H 3.160 1.076 3.096
H 3.425 2.759 3.604
```

The LUMO energy is -0.77 eV. The molar mass is 655.24 g/mol. The value obtained for the HOMO energy is -8.88 eV. For the HOMO-LUMO gap, the calculation gives 0.298 Eh. Its SMILES is C/C(I)=C(\I)C1=C(CCF)C(=O)OC1=O.CN(C)C=O.CN(C)C=O.CN(C)C=O.

The following is a DFT calculation (ωB97M-V/def2-TZVPD) of C6H13MnO3 as an isolated structure.

```
23
Properties=species:S:1:pos:R:3
C 2.753 -0.020 -0.488
C 3.376 -0.597 0.758
H 2.855 -0.663 -1.370
H 3.180 0.947 -0.783
H 3.138 -1.663 0.877
H 3.033 -0.067 1.663
H 4.477 -0.524 0.731
O -1.970 2.421 -1.065
C -0.612 2.126 -1.023
C -0.345 0.664 -0.730
O -1.239 0.213 0.241
C -1.569 -1.177 0.334
C -2.862 -1.252 1.147
O -3.811 -0.348 0.684
Mn -3.002 1.218 -0.021
H -0.084 2.743 -0.260
H -0.111 2.360 -1.985
H 1.319 0.281 -0.534
H -0.745 -1.732 0.808
H -1.722 -1.559 -0.688
H -2.610 -1.069 2.212
H -3.221 -2.298 1.088
H -0.230 -0.003 -1.596
```

For the energy above the lowest of the compared OMol25 structures with the same formula, charge and spin, the calculation gives 0.00 kcal/mol. The LUMO energy (alpha / beta) is 0.56 / -0.46 eV. The molar mass is 188.11 g/mol. The expectation value of S² is 12.02. The value obtained for the HOMO energy (alpha / beta) is -7.70 / -9.50 eV. For the HOMO-LUMO gap (alpha / beta), the calculation gives 0.304 / 0.332 Eh. As for the spin multiplicity: 7.

The following is a DFT calculation (ωB97M-V/def2-TZVPD) of C3H3FeO2 as an isolated structure.

```
9
Properties=species:S:1:pos:R:3
O 0.943 -2.262 -0.019
Fe -2.216 0.547 0.520
O -0.524 0.821 -0.196
C 0.648 0.221 -0.007
C 0.813 -1.094 -0.203
C 1.956 0.915 -0.486
H 2.143 1.765 0.190
H 1.878 1.313 -1.508
H 2.848 0.274 -0.400
```

For the energy above the lowest of the compared OMol25 structures with the same formula, charge and spin, the calculation gives 13.56 kcal/mol. The LUMO energy (alpha / beta) is 3.82 / 3.76 eV. The molar mass is 126.90 g/mol. The expectation value of S² is 6.02. Its total charge is -1. The value obtained for the HOMO energy (alpha / beta) is -1.26 / -0.70 eV. For the HOMO-LUMO gap (alpha / beta), the calculation gives 0.187 / 0.164 Eh. As for the spin multiplicity: 5.

The following is a DFT calculation (ωB97M-V/def2-TZVPD) of a 2-piece molecular cluster, C3HFNO2 overall.

```
8
Properties=species:S:1:pos:R:3
C 2.293 0.210 -0.283
C -1.446 0.385 -0.290
C -0.319 -0.289 0.387
N 3.405 0.394 -0.507
O -1.628 1.550 0.011
O -1.976 -0.532 -0.959
F -0.485 -0.467 1.730
H 0.156 -1.251 -0.090
```

For the energy above the lowest of the compared OMol25 structures with the same formula, charge and spin, the calculation gives 67.21 kcal/mol. The LUMO energy (alpha / beta) is 2.11 / 2.11 eV. The molar mass is 102.04 g/mol. Its total charge is -1. The value obtained for the HOMO energy (alpha / beta) is -5.82 / -5.82 eV. For the HOMO-LUMO gap (alpha / beta), the calculation gives 0.291 / 0.291 Eh.

The following is a DFT calculation (ωB97M-V/def2-TZVPD) of a 2-piece molecular cluster, C2HF overall.

```
4
Properties=species:S:1:pos:R:3
C 0.144 0.156 0.561
C 0.347 0.471 1.686
F 0.521 1.995 3.581
H -0.027 -0.266 -0.400
```

For the energy above the lowest of the compared OMol25 structures with the same formula, charge and spin, the calculation gives 134.80 kcal/mol. The LUMO energy (alpha / beta) is -5.26 / -4.92 eV. The molar mass is 44.03 g/mol. The value obtained for the HOMO energy (alpha / beta) is -12.39 / -12.63 eV. For the HOMO-LUMO gap (alpha / beta), the calculation gives 0.262 / 0.284 Eh.

The following is a DFT calculation (ωB97M-V/def2-TZVPD) of the molecule C4H6N2O.

```
13
Properties=species:S:1:pos:R:3
C 1.841 0.841 -0.354
O 1.293 -1.392 -0.453
C 0.195 -0.907 -0.137
C -1.096 -1.390 0.112
N -1.873 -0.291 0.418
C -1.136 0.834 0.371
N 0.162 0.483 0.026
H 2.127 0.536 -1.380
H 2.571 0.339 0.313
H 1.835 1.903 -0.226
H -1.467 -2.400 0.081
H -2.864 -0.351 0.643
H -1.589 1.796 0.586
```

For the energy above the lowest of the compared OMol25 structures with the same formula, charge and spin, the calculation gives 71.67 kcal/mol. The LUMO energy is 0.73 eV. The molar mass is 98.10 g/mol. The value obtained for the HOMO energy is -7.15 eV. For the HOMO-LUMO gap, the calculation gives 0.289 Eh.

The following is a DFT calculation (ωB97M-V/def2-TZVPD) of the molecule C10H11N3S2.

```
26
Properties=species:S:1:pos:R:3
C -3.259 -2.038 0.000
C -2.240 -1.059 0.000
C -0.906 -1.504 0.000
C -0.640 -2.884 0.000
C -1.642 -3.855 0.000
C -2.962 -3.414 0.000
N 0.737 -3.088 0.000
N 1.325 -1.932 0.000
N 0.416 -0.928 0.000
H -4.322 -1.764 0.000
H -2.478 0.003 0.000
H -1.324 -4.897 0.000
H -3.772 -4.149 0.000
C 1.400 3.503 0.000
C 1.835 2.702 -1.234
S 0.669 1.346 -1.531
C 1.018 0.365 0.000
S 0.669 1.346 1.531
C 1.835 2.702 1.234
H 1.866 4.499 0.000
H 0.310 3.612 0.000
H 1.844 3.343 -2.127
H 2.847 2.296 -1.087
H 2.082 0.154 0.000
H 2.846 2.297 1.087
H 1.844 3.343 2.127
```

For the energy above the lowest of the compared OMol25 structures with the same formula, charge and spin, the calculation gives 16.17 kcal/mol. The LUMO energy is 0.49 eV. The molar mass is 237.35 g/mol. The value obtained for the HOMO energy is -8.73 eV. For the HOMO-LUMO gap, the calculation gives 0.339 Eh. Its SMILES is c1ccc2c(c1)nnn2C1SCCCS1.

The following is a DFT calculation (ωB97M-V/def2-TZVPD) of the molecule C2HN2PS2.

```
8
Properties=species:S:1:pos:R:3
C -0.966 1.165 -2.302
C 1.017 -0.077 -3.493
N -1.397 2.200 -2.056
N 1.945 0.127 -4.136
P -0.526 -0.474 -2.760
S -0.775 -2.736 0.127
S 0.292 -1.267 -0.591
H -0.185 -0.116 0.009
```

For the energy above the lowest of the compared OMol25 structures with the same formula, charge and spin, the calculation gives 30.23 kcal/mol. The LUMO energy (alpha / beta) is -2.28 / -2.28 eV. The molar mass is 148.15 g/mol. The value obtained for the HOMO energy (alpha / beta) is -9.26 / -9.26 eV. For the HOMO-LUMO gap (alpha / beta), the calculation gives 0.257 / 0.257 Eh. Its SMILES is N#CP(C#N)#[SH]=S.

The following is a DFT calculation (ωB97M-V/def2-TZVPD) of a 4-piece molecular cluster, C16H34N5O4 overall.

```
59
Properties=species:S:1:pos:R:3
C 2.016 1.798 3.246
C 0.504 1.797 3.240
O 0.003 3.137 3.378
C -1.051 3.515 2.548
C -2.269 3.915 3.419
C -3.434 2.994 3.342
N -3.898 2.367 2.266
C -5.006 1.601 2.591
C -5.218 1.785 3.900
N -4.227 2.636 4.355
H 2.359 0.797 2.974
H 2.421 2.058 4.224
H 2.398 2.495 2.499
H 0.117 1.188 4.066
H 0.151 1.351 2.307
H -0.763 4.366 1.925
H -1.308 2.691 1.871
H -1.929 3.933 4.455
H -2.613 4.923 3.168
H -3.492 2.445 1.346
H -5.546 1.000 1.881
H -5.975 1.377 4.549
H -4.102 2.954 5.304
C -0.265 -0.242 -1.045
C -0.014 -0.954 0.265
O 0.791 -0.517 1.080
N -0.711 -2.086 0.506
C -1.669 -2.756 -0.357
H 0.368 0.640 -1.081
H -0.024 -0.879 -1.896
H -1.308 0.062 -1.137
H -0.477 -2.530 1.380
H -2.645 -2.828 0.126
H -1.318 -3.760 -0.594
H -1.783 -2.199 -1.282
C 2.395 3.328 -1.604
C 2.277 2.537 -2.888
O 1.207 2.388 -3.454
N 3.415 1.989 -3.385
C 4.759 2.061 -2.846
H 1.406 3.700 -1.354
H 2.764 2.704 -0.789
H 3.073 4.174 -1.722
H 3.275 1.480 -4.244
H 5.439 2.542 -3.549
H 5.145 1.066 -2.618
H 4.759 2.640 -1.928
C -0.628 -6.200 -2.987
C 0.492 -5.591 -2.175
O 0.342 -5.281 -1.002
N 1.683 -5.404 -2.795
C 2.045 -5.721 -4.163
H -1.499 -6.285 -2.345
H -0.874 -5.579 -3.850
H -0.356 -7.192 -3.349
H 2.391 -5.007 -2.197
H 2.859 -6.446 -4.194
H 2.358 -4.827 -4.703
H 1.193 -6.148 -4.681
```

For the energy above the lowest of the compared OMol25 structures with the same formula, charge and spin, the calculation gives 0.76 kcal/mol. The LUMO energy is -2.61 eV. The molar mass is 360.48 g/mol. Its total charge is +1. The value obtained for the HOMO energy is -11.20 eV. For the HOMO-LUMO gap, the calculation gives 0.316 Eh.

The following is a DFT calculation (ωB97M-V/def2-TZVPD) of a 7-piece molecular cluster, C32H44ClF7N3O17P2 overall.

```
106
Properties=species:S:1:pos:R:3
N -0.642 -2.588 -0.159
P -1.313 -1.441 -1.074
O -0.205 -0.186 -1.458
O -1.784 -2.240 -2.522
C -2.840 -0.710 -0.244
N -2.810 -0.850 1.187
C -4.063 -0.261 1.629
C -4.442 -0.244 3.178
C -4.168 1.162 3.901
O -3.288 1.992 3.579
O -4.995 1.428 5.041
C -4.814 0.217 0.370
C -6.267 0.899 0.420
F -7.033 0.658 -0.774
F -6.984 0.186 1.456
C -6.252 2.441 0.866
F -6.458 3.353 -0.224
F -4.924 2.719 1.336
C -7.381 2.831 1.960
F -8.694 2.479 1.539
F -7.074 2.408 3.268
F -7.381 4.268 2.005
N -4.007 -0.048 -0.820
P -4.299 0.311 -2.547
O -2.717 0.478 -3.244
Cl -5.184 2.203 -2.823
H 0.338 -2.338 0.050
H 0.641 -0.428 -0.998
H -1.285 -1.807 -3.276
H -2.030 -1.292 1.703
H -3.728 -1.001 3.690
H -5.501 -0.656 3.397
H -4.657 2.232 5.509
H -2.320 1.227 -2.713
O 0.506 -1.357 -3.762
C 1.648 -1.031 -3.981
O 2.640 -1.904 -4.287
C 3.885 -1.198 -4.376
C 3.507 0.239 -4.645
C 2.190 0.371 -3.913
H 4.422 -1.318 -3.431
H 4.489 -1.620 -5.182
H 4.265 0.952 -4.317
H 3.347 0.386 -5.718
H 2.332 0.649 -2.865
H 1.522 1.075 -4.411
O -0.461 3.550 -1.213
C -1.188 4.340 -0.660
O -1.178 5.678 -0.893
C -2.087 6.324 0.008
C -3.055 5.246 0.435
C -2.193 4.004 0.407
H -1.516 6.727 0.850
H -2.590 7.146 -0.503
H -3.515 5.439 1.405
H -3.856 5.153 -0.306
H -1.670 3.849 1.354
H -2.771 3.120 0.137
O -2.765 -4.506 3.075
C -2.450 -5.434 2.366
O -3.149 -6.596 2.280
C -2.440 -7.515 1.438
C -1.545 -6.654 0.579
C -1.225 -5.498 1.498
H -1.873 -8.203 2.071
H -3.151 -8.089 0.840
H -0.664 -7.181 0.215
H -2.104 -6.289 -0.290
H -0.353 -5.705 2.124
H -1.089 -4.569 0.944
O 1.490 -7.371 0.690
C 1.800 -8.299 -0.015
O 1.095 -9.460 -0.095
C 1.797 -10.384 -0.936
C 2.694 -9.531 -1.801
C 3.023 -8.371 -0.887
H 2.362 -11.072 -0.301
H 1.082 -10.957 -1.529
H 3.573 -10.065 -2.167
H 2.136 -9.167 -2.670
H 3.895 -8.579 -0.261
H 3.162 -7.445 -1.445
O 4.625 4.116 -1.903
C 3.942 4.705 -1.104
O 4.441 5.419 -0.057
C 3.357 5.894 0.750
C 2.152 5.893 -0.160
C 2.439 4.726 -1.081
H 3.236 5.219 1.603
H 3.587 6.894 1.122
H 1.206 5.804 0.378
H 2.124 6.820 -0.741
H 2.075 3.783 -0.668
H 2.033 4.892 -2.078
O 8.204 4.788 4.490
C 7.790 4.396 3.430
O 6.792 3.479 3.294
C 6.626 3.160 1.908
C 7.205 4.336 1.158
C 8.314 4.799 2.079
H 7.160 2.229 1.698
H 5.566 3.017 1.688
H 7.547 4.079 0.154
H 6.453 5.123 1.066
H 9.251 4.270 1.887
H 8.462 5.877 2.020
```

The LUMO energy is -4.83 eV. The molar mass is 973.10 g/mol. Its total charge is +1. The value obtained for the HOMO energy is -11.25 eV. For the HOMO-LUMO gap, the calculation gives 0.236 Eh.

The following is a DFT calculation (ωB97M-V/def2-TZVPD) of the molecule C2H4BrFO.

```
9
Properties=species:S:1:pos:R:3
C -0.471 -0.362 -1.032
C 0.351 0.099 0.386
O 0.526 1.369 0.618
F 1.491 -0.599 0.488
Br -0.861 -0.656 1.875
H -0.646 -1.383 -0.904
H -1.516 -0.096 -1.051
H 0.175 0.016 -1.842
H 0.951 1.612 1.462
```

For the energy above the lowest of the compared OMol25 structures with the same formula, charge and spin, the calculation gives 18.80 kcal/mol. The LUMO energy is 0.67 eV. The molar mass is 142.96 g/mol. The value obtained for the HOMO energy is -10.24 eV. For the HOMO-LUMO gap, the calculation gives 0.401 Eh. Its SMILES is C[C@](O)(F)Br.